{
  "formula": "C18H42AlBBr3Cl2FMgN3O6S",
  "method": "wB97M-V/def2-TZVPD",
  "orbital_gap_ev": 1.38,
  "total_energy_ev": -297517.411,
  "total_charge": 1,
  "species": ["C", "C", "B", "O", "S", "C", "C", "O", "N", "C", "C", "H", "H", "H", "H", "H", "H", "H", "H", "H", "H", "H", "H", "H", "H", "H", "Br", "C", "N", "O", "O", "H", "H", "H", "C", "O", "H", "H", "H", "H", "Al", "Br", "C", "Cl", "Cl", "H", "H", "Br", "C", "C", "C", "C", "C", "C", "N", "O", "C", "C", "C", "H", "H", "H", "H", "H", "H", "H", "H", "H", "H", "H", "H", "H", "H", "H", "H", "H", "H", "F", "Mg"],
  "positions_angstrom": [[2.42, -0.36, 0.88], [3.61, -0.83, -0.09], [5.10, -0.59, 0.47], [6.02, -1.69, 0.42], [5.80, 1.03, 1.16], [4.98, 1.59, 2.73], [5.73, 0.95, 3.99], [6.96, 1.22, 4.09], [5.16, 0.12, 5.05], [6.05, -1.10, 5.31], [3.82, -0.45, 4.67], [2.70, -0.29, 1.99], [1.99, 0.61, 0.45], [1.56, -1.13, 0.79], [3.50, -0.24, -1.08], [3.48, -1.98, -0.33], [6.45, -1.58, -0.49], [5.48, 2.01, 0.20], [5.14, 2.73, 2.80], [3.85, 1.44, 2.70], [6.66, -1.27, 4.36], [5.44, -2.05, 5.45], [6.72, -0.88, 6.22], [4.00, -1.15, 3.73], [3.00, 0.37, 4.36], [3.37, -1.11, 5.49], [1.70, 0.03, 3.55], [0.50, 2.13, -2.92], [1.53, 1.16, -2.46], [2.63, 1.17, -3.01], [1.23, 0.41, -1.56], [0.93, 2.73, -3.72], [-0.35, 1.56, -3.28], [0.24, 2.76, -2.07], [5.91, 0.38, -4.14], [4.77, -0.13, -4.76], [6.79, -0.03, -4.64], [5.92, 1.49, -4.23], [5.92, 0.10, -3.08], [3.99, 0.25, -4.31], [7.58, 2.30, -4.11], [3.47, -2.83, 4.29], [-0.86, -2.88, 2.26], [-1.00, -3.60, 0.65], [-1.64, -1.30, 2.32], [-1.33, -3.54, 2.98], [0.20, -2.77, 2.50], [2.83, -3.13, -1.46], [-7.42, 0.51, -2.73], [-6.88, 0.95, -1.35], [-7.32, -0.07, -0.28], [-6.61, -1.42, -0.35], [-5.21, -1.35, -0.95], [-4.54, 0.04, -0.86], [-5.43, 1.02, -1.51], [-4.95, 2.26, -1.52], [-3.23, -0.06, -1.68], [-4.18, 0.36, 0.60], [-7.58, 2.28, -0.97], [-7.16, 1.24, -3.51], [-8.51, 0.42, -2.72], [-7.01, -0.45, -3.03], [-7.15, 0.36, 0.72], [-8.40, -0.23, -0.33], [-6.57, -1.85, 0.66], [-7.22, -2.12, -0.93], [-4.58, -2.11, -0.48], [-5.28, -1.64, -2.00], [-3.44, -0.23, -2.74], [-2.62, -0.88, -1.32], [-2.63, 0.85, -1.59], [-3.51, -0.42, 0.99], [-5.05, 0.40, 1.26], [-3.65, 1.31, 0.69], [-8.66, 2.15, -0.93], [-7.39, 3.07, -1.71], [-7.26, 2.64, 0.01], [6.45, -2.03, -2.34], [-7.10, 3.45, -3.37]],
  "mulliken_charge": [0.124, 0.383, 0.533, -0.563, -0.099, -0.204, 0.237, -0.531, 0.081, -0.638, -1.487, -0.371, 0.269, 0.107, -0.158, -0.078, 0.301, 0.219, 0.416, 0.280, 0.331, 0.277, 0.277, 0.557, 0.303, 0.775, -0.324, -0.813, 0.805, -0.614, -0.420, 0.326, 0.284, 0.304, -0.455, -0.431, 0.304, 0.228, 0.394, 0.337, 0.614, -0.198, -0.035, -0.142, -0.208, 0.377, -0.028, -0.548, -1.118, 0.506, -1.359, -0.700, -1.390, 1.614, 0.951, -0.555, -2.082, -1.002, -0.595, 0.112, 0.342, 0.342, 0.402, 0.583, 0.341, 0.361, 0.573, 0.369, 0.426, 0.427, 0.512, -0.197, 0.320, 0.490, 0.450, -0.250, 0.433, -0.842, 0.437]
}


{
  "formula": "C30H58GaN2O5",
  "method": "wB97M-V/def2-TZVPD",
  "orbital_gap_ev": 6.15,
  "total_energy_ev": -97643.449,
  "total_charge": -1,
  "species": ["C", "C", "C", "C", "C", "C", "Ga", "N", "C", "C", "N", "C", "C", "H", "H", "H", "H", "H", "H", "H", "H", "H", "H", "H", "H", "H", "H", "H", "H", "H", "H", "C", "C", "C", "O", "C", "H", "H", "H", "H", "H", "H", "H", "H", "C", "C", "C", "O", "C", "H", "H", "H", "H", "H", "H", "H", "H", "C", "C", "C", "O", "C", "H", "H", "H", "H", "H", "H", "H", "H", "C", "C", "C", "O", "C", "H", "H", "H", "H", "H", "H", "H", "H", "C", "C", "C", "O", "C", "H", "H", "H", "H", "H", "H", "H", "H"],
  "positions_angstrom": [[2.03, -4.78, 3.07], [2.57, -3.60, 2.28], [3.15, -3.82, 1.03], [3.63, -2.76, 0.28], [3.56, -1.44, 0.72], [4.05, -0.28, -0.10], [5.48, -0.66, -1.53], [6.67, -2.05, -0.90], [4.62, -1.10, -3.34], [4.02, -2.49, -3.49], [2.64, -2.53, -2.96], [2.99, -1.25, 1.98], [2.51, -2.30, 2.75], [2.86, -5.39, 3.46], [1.46, -5.42, 2.41], [1.41, -4.45, 3.90], [3.21, -4.83, 0.63], [4.06, -2.96, -0.69], [4.49, 0.46, 0.58], [3.19, 0.22, -0.56], [6.38, 0.69, -1.70], [7.64, -1.85, -1.10], [6.47, -2.99, -1.24], [5.35, -0.93, -4.14], [3.81, -0.38, -3.50], [4.02, -2.81, -4.55], [4.59, -3.26, -2.95], [2.02, -2.08, -3.62], [2.32, -3.49, -2.88], [2.92, -0.23, 2.37], [2.05, -2.11, 3.72], [-0.88, -2.85, 1.59], [-2.11, -3.65, 2.02], [-2.90, -3.70, 0.72], [-1.94, -3.70, -0.34], [-0.64, -3.37, 0.18], [0.00, -2.99, 2.22], [-1.12, -1.79, 1.57], [-1.82, -4.66, 2.32], [-2.67, -3.20, 2.83], [-3.54, -2.82, 0.61], [-3.52, -4.60, 0.63], [-0.02, -4.27, 0.19], [-0.17, -2.63, -0.47], [2.40, 3.99, 2.31], [3.01, 4.37, 3.66], [3.05, 3.02, 4.36], [3.24, 2.04, 3.34], [3.03, 2.63, 2.05], [2.61, 4.71, 1.51], [1.32, 3.89, 2.41], [4.02, 4.76, 3.52], [2.43, 5.11, 4.21], [2.10, 2.81, 4.87], [3.86, 2.94, 5.08], [3.99, 2.71, 1.54], [2.39, 1.97, 1.46], [-3.84, -0.03, -2.82], [-4.30, -1.45, -2.48], [-5.35, -1.17, -1.41], [-5.93, 0.10, -1.73], [-5.14, 0.75, -2.73], [-3.37, 0.05, -3.80], [-3.13, 0.32, -2.08], [-4.77, -1.91, -3.35], [-3.51, -2.10, -2.12], [-4.89, -1.10, -0.41], [-6.14, -1.92, -1.38], [-5.69, 0.73, -3.68], [-4.99, 1.79, -2.44], [-1.67, 0.91, 3.28], [-1.82, 0.72, 4.79], [-0.79, 1.71, 5.31], [-0.74, 2.78, 4.37], [-1.43, 2.40, 3.18], [-2.54, 0.58, 2.71], [-0.80, 0.36, 2.91], [-2.82, 1.01, 5.11], [-1.63, -0.30, 5.12], [0.20, 1.25, 5.37], [-1.05, 2.12, 6.29], [-2.38, 2.96, 3.12], [-0.82, 2.68, 2.31], [-4.46, 4.98, -6.01], [-3.77, 5.25, -4.67], [-3.98, 3.93, -3.95], [-3.99, 2.92, -4.96], [-4.09, 3.52, -6.25], [-4.13, 5.63, -6.81], [-5.54, 5.08, -5.90], [-2.71, 5.44, -4.83], [-4.19, 6.10, -4.13], [-4.94, 3.92, -3.42], [-3.19, 3.71, -3.23], [-3.12, 3.44, -6.75], [-4.83, 2.98, -6.83]],
  "mulliken_charge": [-1.680, 1.160, -1.144, 0.300, -0.108, -0.674, 0.514, -0.542, -0.942, -0.585, -0.415, -0.209, -0.588, 0.437, 0.327, 0.284, 0.334, -0.037, 0.006, 0.363, -0.515, 0.196, 0.142, 0.353, 0.258, 0.365, 0.313, 0.199, 0.173, 0.343, 0.412, 0.545, -0.691, -0.076, -0.462, -0.209, -0.293, -0.086, 0.276, 0.361, -0.173, 0.363, 0.141, 0.278, -0.232, -0.620, -0.179, -0.399, -0.245, 0.404, -0.086, 0.264, 0.375, -0.061, 0.297, 0.246, 0.220, -0.599, -0.406, -0.301, -0.459, -0.109, 0.347, 0.297, 0.270, 0.273, 0.121, 0.268, 0.206, 0.073, -0.098, -0.694, -0.395, -0.408, -0.412, 0.384, -0.064, 0.282, 0.342, 0.213, 0.330, 0.276, 0.256, -0.513, -0.586, -0.404, -0.334, -0.461, 0.333, 0.266, 0.274, 0.330, 0.280, 0.294, 0.266, 0.262]
}


{
  "formula": "C40H36BrF27O8S",
  "method": "wB97M-V/def2-TZVPD",
  "orbital_gap_ev": 6.21,
  "total_energy_ev": -212685.120,
  "smiles": "C=CCc1ccc(CCCCO)c2c1C(=O)c1c(S(=O)(=O)C(F)(F)F)ccc(CCCBr)c1C2=O.FC(F)C(F)(F)COC(F)(F)C(F)F.FC(F)C(F)(F)COC(F)(F)C(F)F.FC(F)C(F)(F)COC(F)(F)C(F)F",
  "de_lowest_ev": 0.000,
  "total_charge": 0,
  "species": ["C", "C", "C", "C", "C", "C", "C", "C", "C", "C", "C", "O", "C", "C", "C", "O", "C", "C", "S", "O", "O", "C", "F", "F", "F", "C", "C", "C", "C", "C", "C", "Br", "C", "C", "O", "H", "H", "H", "H", "H", "H", "H", "H", "H", "H", "H", "H", "H", "H", "H", "H", "H", "H", "H", "H", "H", "H", "H", "H", "F", "C", "F", "C", "F", "F", "C", "O", "C", "F", "F", "C", "F", "F", "H", "H", "H", "H", "F", "C", "F", "C", "F", "F", "C", "O", "C", "F", "F", "C", "F", "F", "H", "H", "H", "H", "F", "C", "F", "C", "F", "F", "C", "O", "C", "F", "F", "C", "F", "F", "H", "H", "H", "H"],
  "positions_angstrom": [[-3.63, -2.84, 0.33], [-2.35, -2.26, 0.62], [-1.89, -0.84, 0.14], [-2.09, -0.58, -1.38], [-2.08, -1.74, -2.30], [-2.23, -1.55, -3.74], [-2.40, -0.23, -4.38], [-2.52, -0.02, -5.92], [-2.48, -1.34, -6.77], [-1.09, -2.10, -6.77], [0.16, -1.18, -6.58], [0.32, -0.21, -7.65], [-2.41, 0.93, -3.48], [-2.25, 0.74, -2.01], [-2.23, 2.04, -1.13], [-2.81, 2.10, -0.07], [-1.44, 3.25, -1.76], [-0.56, 4.15, -1.00], [-0.24, 4.00, 0.78], [-1.43, 3.97, 1.62], [0.54, 5.19, 1.16], [0.91, 2.57, 1.02], [0.83, 1.97, 2.23], [2.21, 2.99, 0.79], [0.66, 1.62, 0.04], [0.12, 5.23, -1.75], [-0.07, 5.41, -3.18], [-0.96, 4.52, -3.97], [-1.10, 4.85, -5.49], [-0.96, 3.64, -6.49], [-2.19, 3.75, -7.51], [-2.48, 2.16, -8.62], [-1.62, 3.44, -3.23], [-2.56, 2.42, -3.97], [-3.36, 2.74, -4.81], [-4.58, -2.56, 0.84], [-3.63, -3.65, -0.46], [-1.65, -2.84, 1.27], [-0.77, -0.79, 0.33], [-2.36, -0.08, 0.82], [-1.94, -2.78, -1.91], [-2.18, -2.46, -4.37], [-3.48, 0.51, -6.17], [-1.71, 0.70, -6.23], [-2.68, -1.03, -7.84], [-3.29, -2.02, -6.39], [-0.99, -2.58, -7.79], [-1.01, -2.93, -6.03], [1.06, -1.86, -6.63], [0.21, -0.69, -5.56], [1.27, -0.22, -7.83], [0.78, 5.89, -1.13], [0.50, 6.25, -3.66], [-2.04, 5.44, -5.66], [-0.24, 5.55, -5.73], [-0.04, 3.76, -7.14], [-0.87, 2.63, -6.02], [-1.94, 4.62, -8.18], [-3.12, 4.08, -6.96], [-4.72, -2.48, 3.99], [-4.32, -1.51, 4.85], [-3.60, -0.62, 4.12], [-3.47, -2.08, 5.98], [-2.32, -2.62, 5.51], [-3.09, -1.04, 6.78], [-4.17, -3.11, 6.89], [-3.91, -4.49, 6.59], [-4.72, -5.07, 5.61], [-5.73, -4.24, 5.29], [-5.29, -6.16, 6.18], [-3.91, -5.52, 4.38], [-3.26, -4.48, 3.81], [-4.73, -6.04, 3.44], [-5.20, -0.99, 5.23], [-3.75, -2.97, 7.89], [-5.23, -2.91, 7.01], [-3.17, -6.27, 4.66], [4.71, 3.30, 5.20], [4.15, 2.38, 4.38], [3.97, 1.26, 5.12], [5.01, 2.08, 3.16], [6.19, 1.52, 3.53], [4.36, 1.14, 2.42], [5.29, 3.26, 2.22], [6.55, 3.93, 2.37], [6.63, 4.94, 3.33], [5.41, 5.24, 3.80], [7.06, 6.04, 2.67], [7.63, 4.61, 4.44], [7.29, 3.47, 5.09], [7.66, 5.59, 5.37], [3.16, 2.75, 4.09], [5.35, 2.83, 1.21], [4.46, 3.96, 2.17], [8.64, 4.47, 4.03], [2.12, -5.06, 0.85], [2.65, -6.00, 1.66], [1.72, -6.98, 1.77], [2.99, -5.44, 3.04], [1.87, -5.03, 3.69], [3.49, -6.48, 3.78], [4.03, -4.31, 3.09], [3.54, -2.98, 3.18], [3.19, -2.33, 1.99], [3.61, -3.06, 0.93], [3.90, -1.19, 1.95], [1.71, -1.98, 1.92], [0.93, -3.08, 2.02], [1.41, -1.38, 0.74], [3.53, -6.42, 1.18], [4.58, -4.45, 4.02], [4.79, -4.42, 2.31], [1.43, -1.30, 2.73]],
  "mulliken_charge": [-0.688, -0.499, 0.601, 0.427, -0.872, -0.787, 0.513, 0.867, -1.166, -0.574, -0.414, -0.484, -0.096, 0.186, -0.146, -0.526, 0.362, -0.071, 1.392, -0.594, -0.716, 0.782, -0.188, -0.238, -0.215, -0.857, -1.344, 0.796, -0.670, -0.435, -0.803, -0.149, 0.612, 0.016, -0.507, 0.235, 0.180, 0.279, -0.301, 0.367, 0.532, 0.149, 0.557, -0.785, 0.358, 0.409, 0.429, 0.306, 0.457, 0.145, 0.305, 0.491, 0.281, 0.420, 0.333, 0.510, 0.106, 0.394, 0.375, -0.194, 0.099, -0.251, 0.912, -0.219, -0.347, -0.752, -0.410, 0.744, -0.269, -0.304, 0.184, -0.155, -0.263, 0.248, 0.401, 0.353, 0.227, -0.246, 0.232, -0.267, 0.972, -0.319, -0.267, -0.801, -0.430, 0.764, -0.272, -0.303, 0.192, -0.213, -0.257, 0.151, 0.446, 0.436, 0.236, -0.175, 0.079, -0.280, 0.903, -0.248, -0.338, -0.744, -0.340, 0.495, -0.289, -0.261, 0.419, -0.276, -0.283, 0.254, 0.423, 0.325, 0.231]
}


no.,maximum force (eV/Å),highest occupied orbital energy (eV)
1,6.4,-7.24
2,0.5,-4.07
3,5.6,-7.29